# 1
Molecular formula: C11H20LuN3P2
Method: DFT, ωB97M-V with the def2-TZVPD basis set

* highest occupied orbital energy (spin up / spin down): -0.1704 / -0.1656 hartree
* F_max: 6.38 eV Å⁻¹
* DFT total energy: -68392.0880 eV
* energy above the lowest of the compared OMol25 structures with the same formula, charge and spin: 178.2 kJ/mol

XYZ file:
```
37
C11H20LuN3P2 | OMol25 | ωB97M-V with the def2-TZVPD basis set
C -0.505 -0.169 -4.391
C -1.326 0.837 -3.788
C -0.438 1.722 -3.099
C 0.936 1.351 -3.407
C 0.895 0.186 -4.203
Lu -0.114 -0.295 -2.195
P -0.167 -2.473 -1.812
H -0.865 -1.007 -4.992
H -2.415 0.892 -3.813
H -0.737 2.603 -2.526
H 1.751 -0.360 -4.603
H 1.830 1.879 -3.073
H 0.903 -3.332 -2.223
H -1.204 -3.300 -2.353
H -0.259 -2.960 -0.474
C 1.284 0.199 3.334
N 1.085 1.289 2.352
C -0.297 1.807 2.446
N -1.302 0.735 2.244
C -1.095 -0.320 3.251
N 0.274 -0.859 3.173
C 0.468 -1.568 1.913
P 0.345 -0.478 0.445
C 1.414 0.883 0.970
C -1.291 0.201 0.862
H 1.212 0.608 4.365
H 2.309 -0.231 3.246
H -0.452 2.629 1.715
H -0.443 2.259 3.452
H -1.847 -1.132 3.120
H -1.269 0.092 4.269
H 1.454 -2.081 1.903
H -0.299 -2.370 1.824
H 1.276 1.744 0.285
H 2.475 0.556 0.901
H -2.078 -0.571 0.723
H -1.507 1.033 0.159
```

# 2
Molecular formula: CH3N5O
Method: DFT, ωB97M-V with the def2-TZVPD basis set

* highest occupied orbital energy: -0.3756 hartree
* F_max: 5.75 eV Å⁻¹
* DFT total energy: -10578.4994 eV
* SMILES string: [H]/N=c1/onnn1N
* energy above the lowest of the compared OMol25 structures with the same formula, charge and spin: 307.2 kJ/mol

XYZ file:
```
10
CH3N5O | OMol25 | ωB97M-V with the def2-TZVPD basis set
H -1.479 -0.889 -1.562
N -1.604 -1.027 -0.569
C -0.827 -0.348 0.097
O -0.644 0.132 1.382
N 0.619 0.445 1.569
N 1.232 0.577 0.527
N 0.205 0.453 -0.582
N 0.795 -0.184 -1.791
H 1.671 -0.659 -1.799
H 1.193 0.729 -2.357
```

Question: Among the records above, which one has the lowest DFT total energy?
Answer: C11H20LuN3P2